Record 1
117
Properties=species:S:1:pos:R:3:lowdin_charge:R:1 method="wB97M-V/def2-TZVPD" e_tot_ev=-170068.905 e_lumo_ev="-3.47 / -3.59" charge=+1 orbital_gap_ev="6.796 / 6.474" homo_ev="-10.2678 / -10.0673" multiplicity=2
Cr -0.3416 0.6307 0.5495 -0.331
O 1.1195 -1.3633 2.9079 -0.497
S 0.8244 0.0588 2.6291 0.853
C -0.0977 0.6313 4.0441 -0.376
C 0.3819 0.4423 5.3289 -0.041
C -0.3856 0.8820 6.3944 -0.037
C -1.6121 1.4935 6.1628 -0.032
C -2.0946 1.6453 4.8718 -0.063
C -1.3359 1.2078 3.7830 -0.354
P -1.7915 1.5403 2.0238 1.000
C -3.6102 1.4835 2.1372 -0.329
C -4.3713 2.3490 1.3598 -0.066
C -5.7566 2.2729 1.3637 -0.046
C -6.3951 1.3144 2.1326 -0.060
C -5.6433 0.4328 2.8999 -0.058
C -4.2616 0.5115 2.8993 -0.102
C -2.3639 -0.2841 0.2349 -0.336
C -3.0213 -0.0854 -0.9745 -0.177
C -4.0053 -0.9752 -1.4186 -0.080
C -4.3698 -2.0565 -0.6386 -0.100
C -3.7764 -2.2343 0.6064 -0.096
C -2.7853 -1.3633 1.0313 -0.212
C 2.4429 0.8407 2.6505 -0.335
C 3.3812 0.3222 3.5344 -0.053
C 4.7059 0.7040 3.4162 -0.041
C 5.0928 1.5476 2.3823 -0.041
C 4.1543 2.0292 1.4831 -0.075
C 2.8056 1.7023 1.6191 -0.333
P 1.4826 2.2587 0.4723 0.978
C 2.4150 2.5938 -1.0600 -0.349
C 2.7325 3.8745 -1.5102 -0.067
C 3.4725 4.0476 -2.6739 -0.058
C 3.9110 2.9445 -3.3881 -0.064
C 3.6177 1.6648 -2.9367 -0.063
C 2.8732 1.4898 -1.7812 -0.130
C 1.1079 3.9510 1.2290 -0.665
C 0.0306 4.7968 0.5383 -0.328
C -0.0918 6.1620 1.1736 -0.030
C 0.9526 6.7611 1.7373 -0.059
C 2.2352 6.0712 1.8160 -0.063
C 2.3316 4.7650 1.5672 -0.132
H 1.3282 -0.0517 5.4968 0.110
H -0.0277 0.7476 7.4064 0.117
H -2.2009 1.8539 6.9960 0.119
H -3.0506 2.1241 4.7100 0.110
H -3.9011 3.0943 0.7352 0.074
H -6.3286 2.9678 0.7636 0.115
H -7.4754 1.2521 2.1385 0.109
H -6.1344 -0.3198 3.5029 0.111
H -3.6934 -0.1790 3.5082 0.110
H -2.7878 0.7857 -1.5746 0.050
H -4.5013 -0.7989 -2.3670 0.105
H -5.1437 -2.7368 -0.9747 0.102
H -4.0936 -3.0504 1.2466 0.109
H -2.3440 -1.5180 2.0110 0.094
H 3.0856 -0.4207 4.2618 0.109
H 5.4423 0.3096 4.1034 0.117
H 6.1350 1.8133 2.2625 0.116
H 4.4699 2.6531 0.6557 0.115
H 2.4088 4.7461 -0.9593 0.094
H 3.7060 5.0467 -3.0173 0.112
H 4.4869 3.0784 -4.2946 0.111
H 3.9677 0.8054 -3.4935 0.094
H 2.6546 0.4918 -1.4203 0.082
H 0.2391 4.9222 -0.5301 0.146
H -1.0452 6.6691 1.0767 0.120
H 0.8646 7.7650 2.1308 0.115
H 3.1186 6.6273 2.1034 0.115
H 3.2801 4.2626 1.6758 0.091
S -1.1402 2.5716 -0.5351 0.728
C -1.2674 3.9669 0.6403 -0.707
C -2.4070 4.7742 0.1941 -0.276
N -3.2733 5.4424 -0.1541 0.228
C -1.3917 3.4236 2.0947 -0.660
S 0.2970 3.5108 2.8200 1.084
C -2.2852 4.2129 2.9362 -0.283
N -2.9941 4.8321 3.5952 0.225
S 0.0184 -1.9492 0.5083 0.913
C -0.4376 -2.4123 -1.0265 -0.587
N -0.9449 -3.6142 -1.2712 -0.061
C -1.3150 -3.9894 -2.6350 -0.086
C -0.2958 -3.4383 -3.5880 -0.086
N -0.1958 -1.9908 -3.3885 -0.082
C 0.1867 -1.2147 -4.5750 -0.101
C 1.5450 -1.6523 -5.0690 -0.216
C 1.7231 -2.0695 -6.3801 -0.036
C 2.9756 -2.4743 -6.8250 -0.067
C 4.0551 -2.4754 -5.9548 -0.073
C 3.8805 -2.0676 -4.6364 -0.072
C 2.6323 -1.6551 -4.1976 -0.049
C -0.2491 -1.4871 -2.1584 -0.580
S -0.1006 0.1475 -1.8702 0.836
C -1.2594 -4.6131 -0.2396 -0.108
C -0.3525 -5.8111 -0.3698 -0.219
C 1.0021 -5.6892 -0.0665 -0.030
C 1.8480 -6.7772 -0.2079 -0.068
C 1.3486 -7.9974 -0.6500 -0.076
C 0.0007 -8.1259 -0.9476 -0.071
C -0.8469 -7.0331 -0.8093 -0.049
H -2.3180 -3.6103 -2.8592 0.144
H -1.3231 -5.0760 -2.6982 0.131
H -0.5949 -3.6172 -4.6192 0.143
H 0.6753 -3.9147 -3.4277 0.148
H 0.1782 -0.1623 -4.3132 0.087
H -0.5653 -1.3779 -5.3487 0.136
H 0.8807 -2.0733 -7.0629 0.116
H 3.1047 -2.7934 -7.8508 0.109
H 5.0294 -2.7959 -6.2986 0.108
H 4.7206 -2.0714 -3.9537 0.109
H 2.4946 -1.3346 -3.1682 0.104
H -2.3044 -4.8999 -0.3698 0.133
H -1.1524 -4.1414 0.7319 0.094
H 1.3876 -4.7405 0.2920 0.106
H 2.8979 -6.6790 0.0353 0.108
H 2.0101 -8.8471 -0.7551 0.107
H -0.3940 -9.0753 -1.2847 0.108
H -1.9032 -7.1366 -1.0340 0.115

Record 2
19
Properties=species:S:1:pos:R:3:lowdin_charge:R:1 method="wB97M-V/def2-TZVPD" e_tot_ev=-32447.312 e_lumo_ev="0.57 / -1.10" charge=0 orbital_gap_ev="6.830 / 8.300" homo_ev="-6.2621 / -9.4015" multiplicity=3
C 2.1223 -1.1367 0.0981 -0.144
C 1.3225 -0.5215 2.3656 -0.124
C -3.2582 0.8014 -2.4259 -0.524
C 1.7871 -0.0724 1.0490 -0.301
C -0.3439 0.7530 0.1623 -0.739
F -0.9661 1.1200 1.2992 0.030
F 0.1531 1.8133 -0.5175 0.030
S -1.5753 0.2515 -2.6100 0.460
S -1.0776 -0.5029 -0.7771 0.609
H 3.1550 -0.9965 -0.2508 0.077
H 1.9963 -2.1762 0.6036 0.110
H 1.4252 -0.9729 -0.7350 0.021
H 1.0454 -1.5811 2.2169 0.081
H 0.4612 0.0538 2.6271 0.058
H 2.1581 -0.4923 2.9558 0.054
H -3.3715 1.7863 -3.0458 0.061
H -3.5060 1.0039 -1.3394 0.042
H -3.9922 -0.0084 -2.8444 0.058
H 2.4645 0.8780 1.1683 0.140